Computed, not measured: C44H52AsBrN7O4Y as an isolated structure, with ωB97M-V with the def2-TZVPD basis set.

Last column: Mulliken charge in e.
Cartesian coordinates (Å):
Y 0.366 0.527 0.406  0.4229
C -2.733 1.050 -1.118  -0.9815
O -1.362 0.669 -1.334  -0.1943
C -0.988 0.457 -2.665  0.5509
C -1.859 0.118 -3.679  -0.4547
C -1.335 -0.076 -4.955  -0.5452
Br -2.502 -0.551 -6.350  -0.1475
C 0.016 0.088 -5.211  -0.5262
C 0.881 0.445 -4.182  -0.1754
C 0.364 0.598 -2.907  0.3757
O 1.139 0.849 -1.793  0.7267
C 2.320 0.679 -4.414  -0.3224
N 3.179 -0.211 -4.798  -0.6996
C 4.394 0.467 -4.856  0.6849
C 5.653 0.002 -5.235  -0.6198
C 6.699 0.901 -5.209  -0.5835
C 6.510 2.237 -4.815  -0.5650
C 5.271 2.713 -4.435  -0.8602
C 4.223 1.798 -4.463  0.4669
N 2.879 1.912 -4.153  0.1605
H -3.029 1.795 -1.855  0.6020
H -2.774 1.480 -0.121  -0.0208
H -3.386 0.180 -1.182  0.3593
H -2.918 0.000 -3.509  0.5563
H 0.409 -0.053 -6.208  0.6473
H 2.107 0.979 -1.984  -1.0875
H 5.791 -1.026 -5.541  0.5018
H 7.688 0.577 -5.503  0.4319
H 7.358 2.910 -4.818  0.4155
H 5.127 3.745 -4.141  0.4821
H 2.370 2.777 -4.064  0.2490
N -1.315 -1.254 1.314  -0.4794
C -2.201 -0.527 2.262  0.9361
C -2.988 -1.428 3.200  -1.2286
C -3.797 -0.704 4.286  -0.3744
C -4.608 0.516 3.845  -1.3196
N -3.800 1.727 3.634  -0.0434
C -3.146 2.397 4.582  0.6445
N -3.457 2.236 5.861  -0.3571
N -2.193 3.260 4.214  -0.2748
C -1.294 0.505 2.943  0.7079
O -1.022 0.455 4.122  -0.6567
O -0.849 1.408 2.096  -0.7553
H -1.872 -1.767 0.634  0.3540
H -0.782 -1.956 1.826  0.1235
H -2.890 0.044 1.637  -0.1217
H -2.295 -2.106 3.704  0.3060
H -3.652 -2.047 2.591  0.4434
H -3.123 -0.408 5.090  0.3371
H -4.499 -1.421 4.714  0.4688
H -5.389 0.730 4.576  0.3867
H -5.134 0.335 2.907  0.5009
H -3.652 2.059 2.695  0.3046
H -4.298 1.761 6.141  0.2166
H -2.858 2.591 6.587  0.2292
H -1.616 3.010 3.417  0.0723
H -1.756 3.829 4.919  0.2524
C 3.601 7.744 0.781  -1.4927
C 3.596 6.269 0.498  0.3028
C 2.439 5.513 0.604  -1.0161
C 2.424 4.144 0.354  -0.1695
C 1.066 3.477 0.445  -0.2024
C 3.616 3.488 0.013  0.0326
As 3.738 1.572 -0.396  1.8699
N 2.447 0.861 0.772  0.5665
C 2.570 -0.457 1.194  -0.1373
C 1.817 -0.810 2.335  0.8197
C 1.681 -2.145 2.736  -0.8151
C 2.279 -3.151 2.010  -0.6503
C 3.029 -2.820 0.875  -0.9113
C 3.167 -1.513 0.461  -0.9145
C 5.326 0.957 0.539  0.9860
C 5.556 1.243 1.888  0.6696
C 4.663 2.109 2.742  -1.4983
C 6.710 0.739 2.485  -1.1381
C 7.629 -0.028 1.788  0.7148
C 8.868 -0.561 2.449  -1.5965
C 7.376 -0.294 0.444  -1.0388
C 6.245 0.187 -0.196  0.5640
C 6.070 -0.111 -1.664  -1.1517
C 4.779 4.255 -0.182  0.9604
C 6.073 3.675 -0.699  -1.3774
C 4.748 5.619 0.079  -0.9485
H 2.620 8.092 1.099  0.3593
H 3.891 8.310 -0.105  0.3506
H 4.318 7.985 1.567  0.3464
H 1.512 6.009 0.873  0.3413
H 0.282 4.235 0.420  0.7220
H 0.951 2.919 1.377  0.1098
H 0.890 2.842 -0.437  -0.3632
H 1.457 -0.008 2.977  0.5826
H 1.137 -2.371 3.646  0.5951
H 2.195 -4.183 2.322  0.4657
H 3.508 -3.606 0.304  0.5113
H 3.751 -1.289 -0.423  0.3521
H 3.652 2.193 2.355  -0.1386
H 5.079 3.116 2.820  0.3228
H 4.610 1.701 3.753  0.5634
H 6.893 0.961 3.531  0.4073
H 8.923 -0.257 3.493  0.3872
H 9.763 -0.200 1.941  0.3452
H 8.889 -1.651 2.410  0.3453
H 8.085 -0.890 -0.120  0.4435
H 6.877 -0.749 -2.020  0.5818
H 6.082 0.798 -2.269  -0.0951
H 5.128 -0.620 -1.886  0.1624
H 5.903 2.940 -1.491  -0.0215
H 6.646 3.184 0.087  0.2767
H 6.691 4.467 -1.120  0.6108
H 5.656 6.195 -0.066  0.4849

Values from the calculation:
Total charge: +2
Calculated total energy in eV: -197010.1272
Energy above the lowest of the compared OMol25 structures with the same formula, charge and spin in kJ/mol: 56.2
Largest force on an atom in eV/A: 0.77
E_LUMO in eV: -4.60
Orbital gap in eV: 7.447